*A*
The following is a DFT calculation (ωB97M-V with the def2-TZVPD basis set) of a molecular structure, C17H30BrCaN9O5S.

CARTESIAN COORDINATES (ANGSTROEM)
Ca 0.1277 -0.2150 -0.0102
C -2.1195 -5.4536 0.6618
C -2.3849 -4.0365 1.0866
C -3.3367 -3.7046 2.0390
C -3.5464 -2.3783 2.3830
C -2.7651 -1.4288 1.7456
Br -3.0208 0.4077 2.1487
N -1.8541 -1.7168 0.8468
C -1.6671 -2.9917 0.5130
H -2.7773 -6.1510 1.1837
H -1.0859 -5.7339 0.8718
H -2.2747 -5.5700 -0.4119
H -3.9252 -4.4840 2.5133
H -4.2855 -2.0828 3.1131
H -0.9272 -3.1557 -0.2644
C 5.2834 -1.9630 0.6386
N 4.0947 -2.7920 0.5847
C 3.8099 -3.3560 1.8860
C 2.9205 -2.0717 0.0586
N 1.8653 -1.8492 0.6313
N 3.2751 -1.7973 -1.3698
C 2.5084 -0.9674 -2.1483
N 2.3706 -1.4117 -3.4833
N 1.9643 0.1003 -1.6792
H 6.1594 -2.5740 0.8867
H 5.1990 -1.1673 1.3997
H 5.4460 -1.4900 -0.3279
H 4.6548 -3.9808 2.1979
H 2.9047 -3.9578 1.8320
H 3.6306 -2.5821 2.6471
H 1.0438 -0.4391 2.3531
H 3.4667 -2.6658 -1.8480
H 3.1942 -1.2484 -4.0438
H 1.5051 -1.0318 -3.8855
H 1.4793 0.5687 -2.4442
O -0.3011 -0.4963 -3.9474
S -1.1341 -0.9621 -2.8044
O -2.4000 -1.5267 -3.2625
O -1.3861 0.2309 -1.9009
O -0.3677 -1.9159 -1.9613
C -0.0290 4.7482 -3.4711
C -0.9072 3.5170 -3.3472
N -0.3647 2.6866 -2.3091
C -0.0245 3.1976 -1.0907
N 0.1782 2.4004 -0.0999
C 0.6955 2.9989 1.1200
C -0.0420 4.2941 1.4163
C 0.1932 5.2576 0.2667
N 0.1527 4.5807 -1.0179
C -0.0498 5.4723 -2.1383
H -0.3810 5.4225 -4.2561
H 0.9872 4.4297 -3.7142
H -0.9194 2.9324 -4.2672
H -1.9463 3.8305 -3.1457
H -0.7049 1.7030 -2.2669
H 1.7703 3.2161 1.0039
H 0.5964 2.2502 1.9101
H 0.2890 4.7517 2.3527
H -1.1083 4.0695 1.5093
H 1.1695 5.7496 0.3832
H -0.5634 6.0567 0.2627
H 0.7258 6.2496 -2.1064
H -1.0157 5.9945 -2.0277
O 0.3390 0.2101 2.2131

Properties
HOMO level in eV: -1.1
HOMO-LUMO gap in eV: 5.664
E_LUMO in eV: 4.5
Net charge: -2

=====

*B*
The following is a DFT calculation (ωB97M-V with the def2-TZVPD basis set) of a molecular structure, C17H30BrCaN9O5S.

CARTESIAN COORDINATES (ANGSTROEM)
Ca -0.3048 0.0756 -0.1707
C 0.1802 5.1644 -3.0141
C -0.0479 3.6929 -3.2183
C 0.2203 3.0571 -4.4227
C 0.0365 1.6880 -4.5447
C -0.4150 1.0132 -3.4256
Br -0.6436 -0.8707 -3.4535
N -0.6950 1.5938 -2.2849
C -0.5126 2.8997 -2.1733
H 0.4777 5.6506 -3.9448
H 0.9686 5.3312 -2.2771
H -0.7208 5.6588 -2.6456
H 0.5874 3.6310 -5.2677
H 0.2499 1.1541 -5.4592
H -0.7261 3.3111 -1.1907
C 0.1131 -2.4092 5.1659
N -0.5412 -2.3223 3.8753
C -1.9590 -2.0513 4.0089
C 0.1490 -1.5581 2.8929
N -0.3435 -0.5465 2.2939
N 1.4245 -2.0260 2.6799
C 2.0818 -1.9170 1.3103
N 3.4854 -2.1773 1.6004
N 1.5415 -1.7844 0.2256
H -0.3397 -3.2119 5.7541
H 0.0041 -1.4711 5.7387
H 1.1744 -2.6140 5.0504
H -2.4147 -2.8633 4.5814
H -2.4509 -1.9776 3.0382
H -2.1556 -1.1102 4.5517
H -1.2987 -0.3595 2.5939
H 1.4498 -3.0043 2.9399
H 3.7847 -1.5861 2.3700
H 4.0014 -1.9275 0.7665
H 2.1335 0.0765 -1.0209
O -4.4319 -0.9741 -0.5590
S -3.2792 -0.6808 0.2877
O -3.6439 -0.6595 1.7262
O -2.7099 0.6885 -0.0585
O -2.1559 -1.6318 0.0533
C -2.2962 2.1246 4.5977
C -3.0744 2.0847 3.2961
N -2.1756 2.1038 2.1733
C -0.8996 2.5539 2.1768
N -0.2148 2.4763 1.0789
C 1.1469 2.9912 1.0534
C 1.8122 2.9512 2.4181
C 0.9073 3.6388 3.4205
N -0.3984 3.0199 3.3893
C -1.2738 3.2428 4.5126
H -1.7688 1.1784 4.7430
H -2.9664 2.2847 5.4464
H -3.7634 2.9454 3.2726
H -3.6758 1.1770 3.2105
H -2.4705 1.6278 1.2946
H 1.1428 4.0362 0.6915
H 1.7006 2.3960 0.3210
H 2.7918 3.4374 2.3921
H 1.9488 1.9079 2.7164
H 0.8451 4.7179 3.1969
H 1.2946 3.5444 4.4412
H -1.7893 4.2177 4.4465
H -0.6554 3.2700 5.4157
O 1.6096 0.8704 -1.1185

Properties
HOMO level in eV: -1.0
HOMO-LUMO gap in eV: 5.488
E_LUMO in eV: 4.5
Net charge: -2

=====

Which of them is the least stable? Correct choice: *B*.

=====

*A*
The following is a DFT calculation (ωB97M-V with the def2-TZVPD basis set) of a gas-phase ion, C5H4NO (charge +1).

CARTESIAN COORDINATES (ANGSTROEM)
C -0.2215 -0.2709 -0.8693
C 0.2249 1.0434 -0.4787
C 0.4299 -1.2255 -0.1478
C 1.1040 0.5255 0.9532
C 1.6964 1.0427 -0.2900
N 1.6027 -0.7860 0.5120
O 2.3662 -0.2259 -0.5549
H -0.9898 -0.2591 -1.5515
H -0.5482 1.7935 -0.6077
H 0.2652 -2.3487 -0.1216
H 1.1121 0.5852 2.0101

Properties
HOMO level (alpha / beta) in eV: -15.5 / -15.5
HOMO-LUMO gap (alpha / beta) in eV: 7.794 / 7.508
E_LUMO (alpha / beta) in eV: -7.7 / -8.0
Net charge: +1

=====

*B*
The following is a DFT calculation (ωB97M-V with the def2-TZVPD basis set) of a gas-phase ion, C5H4NO (charge +1).

CARTESIAN COORDINATES (ANGSTROEM)
C 2.2362 1.3180 0.0901
C -0.9917 0.3069 -0.1723
C -0.2718 1.3979 -0.1438
C 0.9090 -1.2992 -0.0108
C -0.4377 -1.1035 0.1301
N 1.0450 1.3638 0.1360
O 1.9911 -1.6036 -0.0924
H -2.0724 0.3551 -0.6078
H -0.7332 2.4453 0.0139
H -0.5816 -1.4208 1.2174
H -1.0928 -1.7599 -0.5605

Properties
HOMO level in eV: -15.2
HOMO-LUMO gap in eV: 9.405
E_LUMO in eV: -5.8
Net charge: +1

=====

Which of them is the least stable? Correct choice: *A*.

=====

*A*
The following is a DFT calculation (ωB97M-V with the def2-TZVPD basis set) of a molecular structure, C13H9N5O2SV.

CARTESIAN COORDINATES (ANGSTROEM)
V -0.2888 0.2968 0.1410
N 4.0148 0.0061 0.2916
C 2.9405 0.1644 -0.4881
N 1.8590 0.0334 0.2501
C 2.3506 -0.1972 1.5043
N 3.6570 -0.2164 1.5719
C 1.3881 -0.3260 2.6019
C 1.7041 -0.5081 3.9371
N 0.7606 -0.5529 4.8706
C -0.4971 -0.4030 4.4676
C -0.8375 -0.2209 3.1322
N 0.1165 -0.1927 2.2029
H 4.9885 0.0535 0.0432
H 2.9747 0.3761 -1.5432
H 2.7354 -0.6126 4.2495
H -1.2629 -0.4257 5.2317
H -1.8591 -0.0880 2.7913
O -3.2279 0.6569 1.3828
C -2.7246 1.0923 0.3543
O -2.0787 0.3407 -0.4968
C -2.7930 2.5535 0.0196
C -4.0354 3.1546 -0.1356
C -4.1302 4.5056 -0.4269
C -2.9722 5.2611 -0.5389
C -1.7309 4.6731 -0.3624
C -1.6168 3.3106 -0.0860
S -0.0011 2.6336 0.1837
H -4.9295 2.5545 -0.0230
H -5.1007 4.9662 -0.5575
H -3.0371 6.3197 -0.7583
H -0.8280 5.2661 -0.4334

Properties
2S+1: 4
HOMO level (alpha / beta) in eV: -6.9 / -7.3
HOMO-LUMO gap (alpha / beta) in eV: 6.105 / 6.420
E_LUMO (alpha / beta) in eV: -0.8 / -0.9

=====

*B*
The following is a DFT calculation (ωB97M-V with the def2-TZVPD basis set) of a molecular structure, C13H9N5O2SV.

CARTESIAN COORDINATES (ANGSTROEM)
V 0.3312 0.1112 0.6070
N 2.6337 3.5116 1.5356
C 2.5308 2.4514 0.7494
N 1.3783 1.8511 1.0013
C 0.8133 2.6272 1.9896
N 1.5534 3.6485 2.3466
C -0.4930 2.2002 2.4625
C -1.2375 2.8059 3.4515
N -2.4414 2.3883 3.8219
C -2.8998 1.3097 3.1354
C -2.1970 0.6649 2.1662
N -0.9361 1.0760 1.7955
H 3.3818 4.1805 1.5807
H 3.2692 2.1527 0.0244
H -0.8277 3.6756 3.9547
H -3.8877 0.9498 3.3944
H -2.5965 -0.1933 1.6459
O 1.5546 -3.6439 0.0409
C 1.0162 -2.6602 -0.3827
O 0.8823 -1.5599 0.4092
C 0.4259 -2.5268 -1.7503
C 0.5304 -3.6838 -2.5295
C 0.0414 -3.7397 -3.8174
C -0.5673 -2.6077 -4.3482
C -0.6738 -1.4570 -3.5951
C -0.1860 -1.3779 -2.2827
S -0.4293 0.2348 -1.5554
H 1.0105 -4.5424 -2.0794
H 0.1294 -4.6476 -4.3993
H -0.9628 -2.6204 -5.3569
H -1.1465 -0.5786 -4.0160

Properties
2S+1: 4
HOMO level (alpha / beta) in eV: -6.7 / -8.0
HOMO-LUMO gap (alpha / beta) in eV: 6.129 / 7.168
E_LUMO (alpha / beta) in eV: -0.5 / -0.8

=====

Which of them is the least stable? Correct choice: *B*.

=====

*A*
The following is a DFT calculation (ωB97M-V with the def2-TZVPD basis set) of 2 unconnected molecules or ions with the total composition C4H13N2O2.

CARTESIAN COORDINATES (ANGSTROEM)
O 1.1903 0.7509 -2.0757
C 0.1434 0.2537 -1.7045
C -0.6077 0.9071 -0.5546
C 0.0497 0.6826 0.7703
C -0.2828 -0.6865 1.4882
N -1.2227 -1.5440 0.7713
N -0.5819 2.3908 -0.8423
H -0.2013 -0.7336 -2.0466
H -1.6986 0.6905 -0.4396
H -0.3102 1.3635 1.5535
H 1.1092 0.9234 0.9347
H -0.6379 -0.2876 2.4826
H 0.6409 -1.1761 1.7212
H -1.9018 -2.0023 1.3448
H -0.7083 -2.1317 0.1355
H -1.1616 2.9557 -0.0860
H 0.4333 2.6321 -0.7813
H -0.7297 2.6646 -1.8185
H 2.1146 -3.2517 0.0800
H 2.5589 -1.9011 -0.4900
O 1.8043 -2.5003 -0.4432

Properties
2S+1: 2
HOMO level (alpha / beta) in eV: -3.8 / -8.0
HOMO-LUMO gap (alpha / beta) in eV: 4.399 / 8.375
E_LUMO (alpha / beta) in eV: 0.6 / 0.4

=====

*B*
The following is a DFT calculation (ωB97M-V with the def2-TZVPD basis set) of 2 unconnected molecules or ions with the total composition C4H13N2O2.

CARTESIAN COORDINATES (ANGSTROEM)
O 1.8286 -1.6372 -0.3365
C 0.7712 -1.6051 -0.9416
N 0.0621 -2.6996 -1.3075
C 0.1683 -0.2826 -1.4128
N -0.4040 0.3949 -0.1906
C 0.5828 1.1317 0.6050
C 0.5518 2.6182 0.3933
H -0.8335 -2.5943 -1.7559
H 0.4060 -3.6372 -1.1720
H 0.9962 0.3265 -1.7197
H -0.6209 -0.3999 -2.1515
H -0.9735 -0.2728 0.3431
H -1.1515 1.0452 -0.5806
H 1.6009 0.7848 0.5508
H 0.4236 0.9491 1.6686
H 0.9423 2.9583 -0.5655
H 1.0103 3.1559 1.2345
H -0.4324 3.1113 0.4479
H -1.1099 -1.6780 2.2215
H -2.3629 -0.8896 2.4937
O -1.4557 -0.7797 2.1761

Properties
2S+1: 2
HOMO level (alpha / beta) in eV: -3.1 / -10.1
HOMO-LUMO gap (alpha / beta) in eV: 3.816 / 10.595
E_LUMO (alpha / beta) in eV: 0.7 / 0.5

=====

Which of them is the least stable? Correct choice: *A*.